1.
A 3-piece molecular cluster, C22H61N6O4P3S overall, computed with ωB97M-V/def2-TZVPD.

Values from the calculation:
Structure (SMILES) ... CCSC[PH](O)(CCC(C)C)COC.CN(C)P(=O)(N(C)C)N(C)C.CN(C)P(=O)(N(C)C)N(C)C
2S+1 ... 1
LUMO level ... 0.263 eV
Energy ... -2926.4386 Eh

Each line ends with the Löwdin charge.
Geometry (Å):
C 4.133 -5.151 -0.922  -0.16
C 3.588 -3.721 -0.732  -0.55
S 4.040 -2.620 -2.095  0.82
C 4.991 -1.265 -1.316  -0.61
P 4.027 0.384 -1.372  0.77
O 3.227 1.918 -1.656  -0.33
C 2.767 -0.184 -0.157  -0.26
C 1.394 0.510 -0.146  -0.21
C 0.493 0.355 -1.393  -0.40
C -0.993 0.251 -0.971  -0.06
C 0.839 -0.835 -2.284  -0.08
C 5.468 1.365 -0.662  -0.30
O 6.595 0.630 -0.262  -0.23
C 7.721 0.754 -1.102  -0.11
H 3.354 -5.894 -0.746  0.06
H 4.915 -5.348 -0.192  0.06
H 4.505 -5.308 -1.931  0.05
H 3.975 -3.351 0.217  0.07
H 2.505 -3.755 -0.611  0.06
H 5.216 -1.581 -0.299  0.05
H 5.890 -1.199 -1.925  0.02
H 3.889 0.180 -2.759  0.06
H 3.551 2.619 -1.084  0.02
H 3.202 0.011 0.831  0.10
H 2.584 -1.254 -0.203  0.05
H 1.477 1.550 0.160  0.07
H 0.842 0.022 0.666  0.10
H 0.595 1.272 -1.977  0.12
H -1.107 -0.198 0.013  0.05
H -1.501 -0.375 -1.705  0.07
H -1.448 1.239 -1.023  0.06
H 0.778 -1.784 -1.748  0.08
H 0.064 -0.896 -3.052  0.08
H 1.776 -0.732 -2.820  0.03
H 5.696 2.192 -1.337  0.09
H 5.065 1.816 0.253  0.10
H 7.884 -0.139 -1.713  0.08
H 8.606 0.873 -0.478  0.09
H 7.672 1.615 -1.771  0.09
C -1.401 6.863 2.860  -0.14
N -1.792 5.482 2.671  -0.31
C -1.864 4.798 3.958  -0.13
P -1.234 4.511 1.380  0.71
O -2.344 3.498 1.284  -0.29
N -1.601 5.317 -0.121  -0.35
C -2.755 6.202 -0.157  -0.13
C -1.646 4.385 -1.240  -0.15
N 0.413 5.169 1.354  -0.29
C 0.950 5.914 0.220  -0.13
C 1.409 4.159 1.771  -0.13
H -0.419 6.966 3.343  0.08
H -2.140 7.358 3.494  0.09
H -1.370 7.415 1.924  0.05
H -0.871 4.670 4.412  0.08
H -2.314 3.812 3.841  0.07
H -2.491 5.359 4.653  0.08
H -3.664 5.738 0.247  0.09
H -2.955 6.504 -1.187  0.08
H -2.565 7.124 0.392  0.05
H -2.573 3.801 -1.261  0.08
H -0.809 3.680 -1.188  0.06
H -1.549 4.930 -2.182  0.08
H 1.042 5.315 -0.691  0.08
H 1.948 6.270 0.495  0.08
H 0.351 6.792 0.007  0.07
H 1.551 3.384 1.010  0.05
H 1.084 3.669 2.694  0.08
H 2.372 4.628 1.976  0.08
C -2.781 -4.337 2.355  -0.13
N -2.163 -4.022 1.085  -0.31
C -1.302 -2.853 1.212  -0.14
P -2.966 -4.131 -0.415  0.68
O -1.820 -4.220 -1.378  -0.29
N -3.596 -5.739 -0.577  -0.34
C -2.891 -6.820 0.097  -0.13
C -3.838 -6.087 -1.971  -0.15
N -4.508 -3.475 0.122  -0.29
C -5.738 -4.260 0.129  -0.13
C -4.777 -2.157 -0.495  -0.13
H -3.400 -3.516 2.742  0.08
H -1.999 -4.544 3.089  0.09
H -3.405 -5.226 2.300  0.06
H -1.889 -1.940 1.385  0.08
H -0.712 -2.710 0.307  0.06
H -0.596 -2.979 2.036  0.08
H -1.813 -6.821 -0.107  0.09
H -3.299 -7.781 -0.223  0.08
H -3.039 -6.778 1.176  0.05
H -2.916 -6.333 -2.507  0.08
H -4.317 -5.256 -2.497  0.07
H -4.519 -6.940 -2.028  0.08
H -6.069 -4.559 -0.869  0.08
H -6.524 -3.647 0.579  0.08
H -5.636 -5.145 0.749  0.07
H -5.017 -2.242 -1.560  0.08
H -3.900 -1.510 -0.398  0.07
H -5.604 -1.657 0.010  0.08



2.
A 14-piece molecular cluster, C22H62BO30 overall, computed with ωB97M-V/def2-TZVPD.

Values from the calculation:
Charge ... -1
2S+1 ... 1
Energy above the lowest of the compared OMol25 structures with the same formula, charge and spin ... 0.00 kcal/mol
LUMO level ... 1.799 eV
Energy ... -3157.6896 Eh

Each line ends with the Löwdin charge.
Geometry (Å):
O -0.802 0.756 -4.088  0.16
C -0.215 0.717 -3.058  -0.35
O -0.630 1.027 -1.842  0.23
B 0.430 0.744 -0.867  -0.87
O 1.625 0.526 -1.706  0.24
C 1.254 0.260 -2.926  -0.34
O 1.959 -0.167 -3.801  0.13
O 0.181 -0.447 -0.013  0.23
C 0.508 -0.129 1.234  -0.37
O 0.406 -0.813 2.213  0.15
C 0.951 1.329 1.275  -0.36
O 0.729 1.840 0.082  0.22
O 1.253 1.961 2.253  0.13
O -1.688 2.209 -6.362  -0.07
H -1.403 1.746 -5.554  -0.01
H -2.130 3.003 -6.045  0.02
O 3.345 3.729 2.257  -0.09
H 4.053 3.111 2.463  0.03
H 2.542 3.167 2.156  -0.01
O -2.310 2.781 0.465  -0.02
H -1.468 2.703 -0.002  0.03
H -2.088 3.200 1.306  0.06
O 4.631 -0.320 -4.810  -0.07
H 3.802 -0.013 -4.406  0.00
H 4.679 0.143 -5.653  0.03
C -1.816 -3.634 1.415  -0.22
C -2.793 -2.549 1.017  -0.26
O -3.915 -2.942 0.258  -0.05
O -2.411 -4.633 2.258  -0.08
H -0.906 -3.239 1.872  0.11
H -1.555 -4.203 0.522  0.11
H -2.143 -1.840 0.473  0.11
H -3.163 -1.941 1.862  0.11
H -4.230 -2.129 -0.153  0.09
H -2.908 -4.197 2.959  0.07
C 1.496 -3.341 5.323  -0.21
C 2.553 -2.752 4.381  -0.24
O 3.765 -3.487 4.422  -0.05
O 0.282 -2.611 5.123  -0.09
H 1.824 -3.282 6.365  0.12
H 1.318 -4.401 5.129  0.12
H 2.754 -1.751 4.777  0.10
H 2.112 -2.594 3.399  0.11
H 4.239 -3.162 5.191  0.08
H -0.469 -3.207 5.180  0.10
C 0.997 5.266 -0.695  -0.24
C 0.267 6.410 -0.017  -0.22
O -0.672 6.969 -0.958  -0.09
O 1.494 5.612 -1.967  -0.06
H 0.325 4.415 -0.803  0.11
H 1.816 4.923 -0.053  0.12
H 0.923 7.248 0.237  0.11
H -0.262 6.058 0.866  0.12
H -0.268 6.824 -1.825  0.07
H 2.368 6.002 -1.982  0.09
C -2.087 -2.580 -2.747  -0.23
C -2.646 -3.224 -4.010  -0.23
O -3.542 -4.300 -3.740  -0.05
O -1.254 -3.436 -1.985  -0.05
H -2.915 -2.175 -2.161  0.11
H -1.521 -1.715 -3.099  0.10
H -1.858 -3.478 -4.726  0.11
H -3.229 -2.454 -4.522  0.12
H -3.007 -5.045 -3.449  0.07
H -1.562 -4.339 -2.101  0.07
C -2.158 1.054 3.844  -0.22
C -2.414 -0.388 4.247  -0.23
O -3.805 -0.721 4.142  -0.09
O -2.612 1.931 4.878  -0.06
H -2.712 1.261 2.926  0.12
H -1.100 1.232 3.631  0.10
H -2.149 -0.719 5.258  0.11
H -1.893 -1.098 3.593  0.09
H -4.309 0.023 4.494  0.08
H -1.811 2.139 5.370  0.05
C 1.287 1.967 6.328  -0.23
C 1.144 0.551 5.839  -0.25
O 0.192 -0.182 6.594  -0.08
O 0.130 2.777 6.181  -0.06
H 2.113 2.460 5.816  0.12
H 1.569 1.939 7.389  0.12
H 2.108 0.030 5.882  0.11
H 0.861 0.580 4.778  0.11
H 0.057 -1.026 6.123  0.04
H -0.426 2.667 6.959  0.09
C 1.653 -2.902 -7.126  -0.25
C 1.062 -2.108 -5.981  -0.26
O 0.714 -0.799 -6.380  -0.05
O 3.034 -2.596 -7.321  -0.07
H 1.128 -2.695 -8.058  0.12
H 1.503 -3.969 -6.916  0.11
H 1.864 -2.170 -5.232  0.11
H 0.210 -2.577 -5.474  0.10
H 1.027 -0.225 -5.667  0.05
H 3.454 -2.794 -6.475  0.08
C 3.878 -1.422 -0.286  -0.24
C 4.591 -0.091 -0.520  -0.23
O 5.612 0.111 0.439  -0.06
O 4.628 -2.590 -0.580  -0.06
H 2.918 -1.484 -0.805  0.11
H 3.625 -1.404 0.785  0.12
H 3.790 0.627 -0.371  0.11
H 5.010 -0.058 -1.527  0.12
H 6.284 -0.571 0.361  0.08
H 4.163 -3.362 -0.255  0.08
C -3.733 1.728 -2.924  -0.25
C -4.661 2.478 -1.960  -0.25
O -4.737 1.922 -0.680  -0.07
O -4.090 0.375 -3.110  -0.05
H -2.745 1.803 -2.450  0.09
H -3.680 2.228 -3.897  0.12
H -5.637 2.581 -2.433  0.12
H -4.214 3.468 -1.813  0.11
H -3.890 1.788 -0.237  0.05
H -3.846 0.082 -3.988  0.07



3.
A 9-piece molecular cluster, C22H63NO18 overall, computed with ωB97M-V/def2-TZVPD.

Values from the calculation:
Structure (SMILES) ... COCCNCCOC.OCCO.OCCO.OCCO.OCCO.OCCO.OCCO.OCCO.OCCO
2S+1 ... 1
Energy above the lowest of the compared OMol25 structures with the same formula, charge and spin ... 91.04 kcal/mol
LUMO level ... 0.050 eV
Energy ... -2284.7620 Eh

Each line ends with the Löwdin charge.
Geometry (Å):
C 9.705 -2.676 3.070  -0.11
O 8.537 -1.977 2.753  -0.17
C 7.455 -2.807 2.527  -0.27
C 6.348 -2.156 1.758  -0.19
N 6.755 -1.692 0.377  -0.04
C 5.670 -1.833 -0.620  -0.21
C 4.367 -1.066 -0.462  -0.16
O 3.666 -1.700 0.655  -0.22
C 2.424 -1.170 1.025  -0.11
H 10.573 -2.119 2.717  0.09
H 9.689 -3.679 2.644  0.08
H 9.816 -2.777 4.150  0.08
H 7.160 -3.214 3.495  0.13
H 7.751 -3.686 1.955  0.11
H 5.928 -1.231 2.154  0.12
H 5.537 -2.880 1.835  0.11
H 7.590 -2.205 0.132  0.09
H 5.479 -2.893 -0.785  0.11
H 6.119 -1.607 -1.587  0.11
H 3.776 -1.220 -1.365  0.10
H 4.502 0.008 -0.334  0.12
H 1.666 -1.261 0.247  0.09
H 2.580 -0.186 1.468  0.09
H 2.126 -1.703 1.928  0.06
O -3.410 3.419 1.988  -0.09
C -3.866 4.619 1.361  -0.25
C -4.672 5.514 2.276  -0.24
O -5.965 5.003 2.632  -0.06
H -3.012 2.919 1.271  0.02
H -2.975 5.194 1.108  0.11
H -4.413 4.234 0.501  0.12
H -4.740 6.533 1.897  0.12
H -4.038 5.568 3.161  0.12
H -5.723 4.215 3.125  0.08
O -0.384 -3.053 4.183  -0.03
C -0.035 -1.929 3.453  -0.28
C -0.970 -0.737 3.390  -0.24
O -2.325 -1.001 3.083  -0.06
H 0.086 -3.853 3.938  0.09
H 0.933 -1.514 3.737  0.12
H 0.016 -2.199 2.398  0.10
H -0.639 -0.171 2.519  0.10
H -1.023 -0.055 4.238  0.12
H -2.740 -1.239 3.915  0.08
O 0.533 3.037 -4.320  -0.07
C -0.680 2.741 -3.555  -0.19
C -0.577 3.371 -2.165  -0.20
O 0.137 2.566 -1.260  -0.09
H 1.292 2.676 -3.855  0.07
H -1.446 3.187 -4.190  0.12
H -0.888 1.673 -3.606  0.10
H -1.528 3.618 -1.694  0.12
H 0.004 4.289 -2.251  0.13
H 1.039 2.441 -1.564  0.12
O -3.823 1.313 -4.396  -0.10
C -4.877 0.399 -4.576  -0.23
C -4.337 -1.001 -4.225  -0.22
O -3.143 -1.180 -4.951  -0.07
H -3.997 2.156 -3.969  0.10
H -5.443 0.734 -3.706  0.12
H -5.487 0.454 -5.478  0.12
H -5.098 -1.747 -4.455  0.13
H -3.986 -0.782 -3.216  0.10
H -2.773 -0.295 -4.912  0.05
O 1.288 -0.292 -5.043  -0.08
C 0.651 -1.498 -4.714  -0.22
C 1.715 -2.386 -3.925  -0.23
O 2.792 -2.789 -4.723  -0.05
H 0.880 0.160 -5.785  0.09
H -0.196 -1.105 -4.151  0.09
H 0.197 -1.977 -5.581  0.11
H 1.208 -3.177 -3.373  0.11
H 2.240 -1.820 -3.155  0.10
H 2.469 -3.382 -5.406  0.09
O 0.878 2.374 2.540  -0.07
C -0.184 3.249 3.008  -0.23
C 0.250 4.215 4.076  -0.24
O 0.817 3.544 5.210  -0.06
H 0.489 1.786 1.889  0.05
H -0.576 3.803 2.155  0.11
H -1.017 2.733 3.485  0.12
H -0.584 4.763 4.514  0.12
H 0.932 4.955 3.659  0.11
H 1.200 2.767 4.796  0.06
O -2.271 1.602 0.195  -0.06
C -2.736 0.639 -0.753  -0.21
C -1.723 -0.425 -0.889  -0.20
O -0.557 0.041 -1.602  -0.09
H -1.422 1.937 -0.106  0.05
H -3.749 0.293 -0.548  0.13
H -2.988 1.082 -1.716  0.11
H -2.075 -1.247 -1.512  0.11
H -1.273 -0.725 0.057  0.12
H -0.436 0.942 -1.294  0.00
O -5.046 -2.123 2.074  -0.10
C -4.596 -3.388 1.479  -0.19
C -4.525 -3.279 -0.093  -0.19
O -5.005 -4.438 -0.839  -0.08
H -5.189 -2.297 3.008  0.07
H -3.604 -3.596 1.879  0.10
H -5.333 -4.136 1.774  0.11
H -3.558 -2.980 -0.498  0.10
H -5.240 -2.461 -0.180  0.10
H -4.365 -4.754 -1.481  0.07



Max |F| values, unit hartree/bohr, following the record order: 0.1237; 0.0379; 0.0555.
HOMO level values, unit eV, following the record order: -7.76; -7.70; -8.56.